Computed, not measured: the molecule C3H5NO in a non-equilibrium geometry, with ωB97M-V with the def2-TZVPD basis set.

Calculated values
* energy above the lowest of the compared OMol25 structures with the same formula, charge and spin: 247.7 kJ/mol
* total charge: 0
* HOMO energy: -9.5 eV
* LUMO energy: 0.99 eV
* 2S+1: 1
* largest force on an atom: 2.82 eV Å⁻¹
* Kohn-Sham gap: 10.51 eV
* SMILES: C1=NOCC1
* E: -6727.0058 eV

CARTESIAN COORDINATES (ANGSTROEM)
C: -0.88 -0.32 -0.90
N: -1.73 -0.39 0.04
O: -1.04 0.20 1.15
C: 0.36 0.16 0.96
C: 0.55 0.15 -0.57
H: -1.12 -0.67 -1.87
H: 0.94 -0.78 1.41
H: 0.80 1.09 1.59
H: 1.25 -0.60 -0.83
H: 0.87 1.17 -0.98

Löwdin population analysis, charges in e, atoms 1 to 2: number 1, C, carries -0.153; number 2, N, carries 0.099



Computed, not measured: the molecule C3H5NO in a non-equilibrium geometry, with ωB97M-V with the def2-TZVPD basis set.

Calculated values
* energy above the lowest of the compared OMol25 structures with the same formula, charge and spin: 138.4 kJ/mol
* total charge: 0
* HOMO energy: -9.7 eV
* LUMO energy: 0.91 eV
* 2S+1: 1
* largest force on an atom: 3.57 eV Å⁻¹
* Kohn-Sham gap: 10.60 eV
* SMILES: O=C1CCN1
* E: -6728.1380 eV

CARTESIAN COORDINATES (ANGSTROEM)
O: -2.42 -0.04 0.00
C: -1.19 -0.05 -0.10
C: 0.10 1.02 -0.12
C: 0.99 -0.31 0.01
N: -0.23 -1.01 -0.18
H: 0.24 1.69 -0.96
H: 0.02 1.60 0.86
H: 1.24 -0.42 1.22
H: 1.81 -0.57 -0.72
H: -0.57 -1.92 -0.01

Löwdin population analysis, charges in e, atoms 1 to 2: number 1, O, carries 0.039; number 2, C, carries -0.418



Computed, not measured: the molecule C3H5NO in a non-equilibrium geometry, with ωB97M-V with the def2-TZVPD basis set.

Calculated values
* energy above the lowest of the compared OMol25 structures with the same formula, charge and spin: 178.3 kJ/mol
* total charge: 0
* HOMO energy: -8.7 eV
* LUMO energy: 0.66 eV
* 2S+1: 1
* largest force on an atom: 4.06 eV Å⁻¹
* Kohn-Sham gap: 9.39 eV
* SMILES: C=C/N=C\O
* E: -6727.7249 eV

CARTESIAN COORDINATES (ANGSTROEM)
C: -2.05 -0.11 0.17
C: -0.69 0.17 -0.03
N: 0.35 -0.75 0.10
C: 1.62 -0.58 -0.06
O: 2.22 0.63 0.04
H: -2.81 0.63 -0.01
H: -2.35 -1.11 0.41
H: -0.27 1.22 -0.39
H: 2.40 -1.43 -0.22
H: 1.58 1.35 -0.01

Löwdin population analysis, charges in e, atoms 1 to 2: number 1, C, carries 0.026; number 2, C, carries -0.230



Computed, not measured: the molecule C3H5NO in a non-equilibrium geometry, with ωB97M-V with the def2-TZVPD basis set.

Calculated values
* energy above the lowest of the compared OMol25 structures with the same formula, charge and spin: 129.9 kJ/mol
* total charge: 0
* HOMO energy: -9.7 eV
* LUMO energy: 0.95 eV
* 2S+1: 1
* largest force on an atom: 1.85 eV Å⁻¹
* Kohn-Sham gap: 10.61 eV
* SMILES: O=C1CCN1
* E: -6728.2261 eV

CARTESIAN COORDINATES (ANGSTROEM)
O: -2.23 0.53 0.23
C: -1.08 0.22 0.06
C: -0.03 -0.27 1.02
C: 0.98 -0.24 -0.40
N: -0.24 0.28 -1.01
H: 0.19 0.56 1.72
H: -0.42 -1.10 1.64
H: 1.84 0.42 -0.18
H: 1.43 -0.95 -1.14
H: -0.45 0.56 -1.96

Löwdin population analysis, charges in e, atoms 1 to 2: number 1, O, carries 0.066; number 2, C, carries -0.564



> total charge of number 2 (C3H5NO)?

0